Entry 1:
Formula: C7H9Br
Source: OMol25
Level of theory: ωB97M-V/def2-TZVPD

XYZ file:
```
17
Properties=species:S:1:pos:R:3
Br -0.485 -0.357 2.945
C 0.308 1.348 0.285
C 1.019 -0.446 -1.092
C -0.100 -0.963 1.054
C 1.001 -0.042 0.407
C -1.008 0.773 -0.184
C -0.530 -0.328 -1.158
C -1.248 -0.636 0.159
H 0.259 1.855 1.208
H 0.809 2.060 -0.411
H 1.417 -1.401 -1.124
H 1.565 0.283 -1.645
H 0.138 -2.112 1.084
H 1.970 -0.015 0.760
H -1.788 1.501 -0.410
H -1.106 -0.361 -2.128
H -2.220 -1.160 0.251
```

E: -2846.0875 a.u.
Orbital gap: 10.6 eV
Total charge: 0
SMILES: Br[C@@H]1[C@H]2C[C@@H]3[C@H](C2)[C@H]13
Strongest force on any atom: 4.07 eV Å⁻¹


Entry 2:
Formula: C7H9Br2NO2S
Source: OMol25
Level of theory: ωB97M-V/def2-TZVPD

XYZ file:
```
22
Properties=species:S:1:pos:R:3
C -2.896 -0.748 -0.701
C -0.610 -0.848 0.527
C -2.949 0.140 1.121
C -3.996 0.061 0.004
C 0.222 0.408 0.160
C 1.666 -0.040 0.011
C -0.228 1.101 -1.137
N -1.991 -0.531 0.329
O -2.810 -1.480 -1.667
O 0.311 1.022 2.770
S -0.035 1.724 1.552
Br -5.599 -1.107 0.661
Br -4.655 1.632 -0.775
H -0.426 -1.594 -0.201
H -0.247 -1.063 1.492
H -2.928 0.377 2.247
H 2.039 -0.336 1.006
H 2.127 0.793 -0.387
H 1.735 -0.860 -0.739
H 0.598 1.661 -1.538
H -0.989 1.787 -1.080
H -0.684 0.472 -1.953
```

E: -6023.4425 a.u.
Orbital gap (spin up / spin down): 6.5 / 8.8 eV
Total charge: 0
Strongest force on any atom: 3.26 eV Å⁻¹